Record 1
Entry from OMol25: C2H3FO2Pd as an isolated structure in a non-equilibrium geometry (the ωB97M-V functional and the def2-TZVPD basis).

Properties
Gap between HOMO and LUMO (alpha / beta), eV: 9.79 / 8.05
Total charge: +2
LUMO energy (alpha / beta), eV: -12.35 / -14.69
Energy, hartree: -455.22645
Spin multiplicity: 3

Cartesian coordinates (Å):
F  -0.958  1.586  0.632
H  -0.142  1.844  -0.374
O  0.168  0.669  -0.976
C  -0.600  0.008  -0.137
C  0.254  -0.951  0.699
O  1.345  -1.250  0.252
Pd  1.725  -0.312  -1.364
H  -1.648  -0.223  -0.366
H  -0.144  -1.372  1.634

Cartesian forces (eV/Å) of the 2 atoms listed first:
1.93 -1.63 -1.92
-1.63 -1.04 1.58

---

Record 2
Entry from OMol25: a 2-piece molecular cluster, C2H3FO2S overall in a non-equilibrium geometry (the ωB97M-V functional and the def2-TZVPD basis).

Properties
SMILES: O=C=O.CSF
Gap between HOMO and LUMO, eV: 9.64
ΔE to the lowest compared entry with this formula, charge and spin, eV: 0.272
LUMO energy, eV: 0.56
Energy, hartree: -726.52211
Spin multiplicity: 1

Cartesian coordinates (Å):
O  -1.889  0.421  1.023
C  -2.222  0.563  -0.043
O  -2.529  0.688  -1.119
C  1.308  0.201  0.412
S  1.559  -1.513  -0.467
F  0.232  -1.534  -1.359
H  1.167  0.040  1.487
H  0.303  0.225  0.041
H  2.071  0.907  0.026

Cartesian forces (eV/Å) of the 2 atoms listed first:
1.11 -0.46 4.11
-0.11 -0.08 -0.39

---

Record 3
Entry from OMol25: C2H3FS2 as an isolated structure in a non-equilibrium geometry (the ωB97M-V functional and the def2-TZVPD basis).

Properties
Gap between HOMO and LUMO (alpha / beta), eV: 8.29 / 7.49
ΔE to the lowest compared entry with this formula, charge and spin, eV: 4.044
LUMO energy (alpha / beta), eV: -0.22 / -0.29
Energy, hartree: -974.07058
Spin multiplicity: 1

Cartesian coordinates (Å):
C  -0.442  -0.085  0.839
C  1.760  0.070  -0.081
F  3.082  0.270  -0.235
S  0.829  -1.389  0.407
S  0.703  1.299  0.642
H  -1.267  -0.231  0.137
H  -0.876  -0.283  1.758
H  1.627  -0.209  -2.067

Cartesian forces (eV/Å) of the 2 atoms listed first:
1.00 -1.42 -1.99
-0.71 -0.32 -3.88